No. 1
Entry from the Open Molecules 2025 dataset: a molecular structure, C13H25OPm in a non-equilibrium geometry (ωB97M-V with the def2-TZVPD basis set).

The geometry in XYZ format:
```
40
Properties=species:S:1:pos:R:3:forces:R:3
C 1.662 2.422 -0.789 1.34 0.15 1.16
H 2.534 3.089 -0.763 -0.24 -0.15 -0.01
H 1.903 1.688 -1.587 -0.07 0.09 0.29
H 1.723 1.927 0.282 0.55 1.24 -1.64
C 0.391 3.237 -1.033 -0.31 0.48 0.09
H -0.455 2.621 -1.407 0.04 0.07 -0.08
H 0.058 3.685 -0.088 0.03 -0.09 -0.07
C 0.606 4.382 -2.047 -0.02 -0.17 -0.14
H -0.305 4.979 -2.154 0.12 -0.18 0.07
H 1.406 5.052 -1.717 -0.13 -0.18 0.05
H 0.871 3.999 -3.037 -0.02 0.00 0.15
C -0.918 -1.917 -0.181 0.22 0.31 -0.44
C -1.582 -1.144 -1.177 0.67 -0.29 -0.11
C -0.629 -0.819 -2.192 0.13 -0.28 0.76
C 0.631 -1.383 -1.809 -0.76 -0.06 0.46
C 0.448 -2.060 -0.563 -0.52 0.21 -0.51
C 1.459 -2.875 0.156 0.52 -0.30 0.39
C 1.888 -1.293 -2.593 0.60 -0.01 -0.33
C -0.882 -0.020 -3.418 -0.16 0.33 -0.54
C -3.021 -0.777 -1.161 -0.57 0.21 0.03
C -1.572 -2.554 0.994 -0.33 -0.27 0.45
Pm 0.143 0.485 -0.155 -1.24 -1.37 -0.09
H 2.746 -1.657 -2.015 -0.15 0.09 -0.22
H 1.824 -1.904 -3.508 0.03 0.21 0.28
H 2.109 -0.264 -2.914 0.00 -0.24 -0.07
H 2.482 -2.582 -0.107 -0.18 -0.12 0.10
H 1.354 -2.791 1.246 0.07 -0.07 -0.23
H 1.357 -3.946 -0.091 -0.01 0.39 0.04
H -2.366 -1.924 1.421 0.14 -0.17 -0.07
H -2.057 -3.503 0.706 0.18 0.33 0.09
H -0.857 -2.813 1.787 -0.12 0.03 -0.16
H -3.220 0.112 -1.772 -0.06 -0.20 0.10
H -3.646 -1.592 -1.560 0.21 0.25 0.12
H -3.376 -0.573 -0.141 -0.02 -0.07 -0.22
H -0.107 0.745 -3.584 -0.13 -0.16 -0.08
H -0.889 -0.663 -4.313 0.01 0.23 0.26
H -1.853 0.489 -3.372 0.25 -0.13 -0.11
O -0.106 0.103 2.201 0.01 0.10 0.26
H -0.478 -0.715 2.570 0.03 0.06 0.04
H 0.108 0.689 2.949 -0.12 -0.28 -0.07
```
Positions in Å, forces in eV/Å.

Computed properties:
2S+1: 5
Frontier orbital gap (alpha / beta): 7.6085 / 7.7721 eV
DFT total energy: -32473.957 eV
Charge: +2
⟨S²⟩: 6.01

---

No. 2
Entry from the Open Molecules 2025 dataset: 3 unconnected molecules or ions with the total composition C13H26BBrO4 (ωB97M-V with the def2-TZVPD basis set).

The geometry in XYZ format:
```
45
Properties=species:S:1:pos:R:3:forces:R:3
C 5.049 -0.349 0.064 -0.08 0.15 -0.01
C 4.140 0.188 -0.750 0.09 -0.16 -0.10
B 2.877 0.988 -0.347 0.04 0.18 0.10
C 1.422 0.464 -0.625 -0.08 0.06 -0.02
C 1.084 -0.716 0.320 -0.02 -0.07 0.03
C 0.676 -1.993 -0.384 -0.17 0.05 -0.01
Br 2.018 -2.685 -1.620 0.03 -0.02 -0.04
H 5.883 -0.931 -0.310 -0.03 -0.03 -0.01
H 4.986 -0.240 1.142 0.00 0.05 -0.02
H 4.270 0.011 -1.821 -0.01 -0.10 0.03
H 3.005 2.040 0.198 0.06 -0.02 0.03
H 1.317 0.128 -1.662 0.05 -0.02 0.01
H 0.699 1.264 -0.466 -0.05 -0.03 -0.07
H 0.215 -0.447 0.928 0.04 0.03 0.06
H 1.893 -0.934 1.024 0.06 -0.01 -0.06
H 0.490 -2.803 0.315 0.01 0.01 0.03
H -0.217 -1.823 -0.979 0.03 -0.01 -0.01
C -0.819 4.275 2.494 0.03 0.01 -0.01
C -0.316 2.855 2.345 -0.01 0.01 -0.05
O 1.104 2.794 2.158 0.00 -0.06 0.09
C 1.978 2.833 3.189 -0.01 0.00 -0.07
C 1.482 3.147 4.582 0.01 -0.04 0.00
O 3.141 2.652 2.958 -0.02 0.01 0.06
H -0.423 4.754 3.390 -0.02 0.00 0.01
H -1.908 4.277 2.560 0.00 0.00 0.00
H -0.524 4.869 1.629 0.00 0.00 0.01
H -0.618 2.222 3.181 0.01 0.01 0.00
H -0.719 2.406 1.439 -0.02 0.00 0.01
H 1.630 4.214 4.754 -0.01 0.00 0.00
H 2.108 2.605 5.285 0.01 0.02 0.00
H 0.438 2.911 4.763 0.00 0.00 0.00
C -3.725 -4.471 -2.915 0.02 0.01 0.03
C -4.499 -3.180 -2.756 -0.01 -0.03 0.01
O -3.930 -2.329 -1.751 0.00 0.08 -0.05
C -2.886 -1.512 -1.997 -0.02 -0.06 0.05
C -2.184 -1.561 -3.333 -0.03 0.04 0.03
O -2.505 -0.794 -1.111 0.01 0.01 -0.01
H -2.710 -4.293 -3.269 -0.01 0.00 -0.01
H -4.228 -5.118 -3.635 0.00 0.00 0.00
H -3.669 -4.994 -1.961 0.00 0.00 0.00
H -4.598 -2.642 -3.700 0.00 0.01 0.00
H -5.505 -3.379 -2.391 0.01 -0.01 -0.01
H -1.312 -2.206 -3.209 0.06 -0.01 -0.07
H -1.833 -0.559 -3.561 0.04 -0.01 0.03
H -2.777 -1.937 -4.161 -0.01 -0.02 0.02
```
Positions in Å, forces in eV/Å.

Computed properties:
Frontier orbital gap: 9.6859 eV
DFT total energy: -92810.429 eV
SMILES string: C=CBCCCBr.CCOC(C)=O.CCOC(C)=O

---

No. 3
Entry from the Open Molecules 2025 dataset: a molecular structure, C13H26BrN4O9S2 (ωB97M-V with the def2-TZVPD basis set).

The geometry in XYZ format:
```
55
Properties=species:S:1:pos:R:3:forces:R:3
O 6.149 -0.226 3.078 0.58 0.04 0.31
C 5.158 -0.440 2.433 -0.54 0.00 -0.13
C 5.115 -0.236 0.939 0.43 -0.28 0.05
S 4.117 1.121 0.331 0.00 -0.01 -0.16
O 4.444 2.245 1.170 -0.08 0.06 0.08
O 4.439 1.218 -1.071 -0.02 0.06 0.03
N 2.578 0.697 0.410 0.09 -0.08 0.10
S 1.943 0.018 1.672 -0.06 0.02 0.00
O 2.152 -1.419 1.709 -0.02 0.01 -0.05
O 2.164 0.696 2.930 -0.04 -0.01 -0.04
C 0.187 0.249 1.249 -0.33 -0.01 0.00
C -0.577 -1.027 1.475 0.07 0.07 0.43
O -0.932 -1.473 2.512 0.03 0.16 -0.32
Br -1.019 -1.969 -0.183 -0.02 -0.21 -0.16
H 4.257 -0.835 2.926 -0.04 0.03 -0.09
H 6.133 0.008 0.621 -0.25 0.03 -0.02
H 4.789 -1.156 0.450 -0.20 0.09 -0.02
H -0.221 0.990 1.934 0.13 0.04 0.10
H 0.101 0.610 0.231 0.06 -0.13 -0.06
C -3.461 0.176 -3.521 0.05 0.04 0.00
C -3.327 0.486 -2.046 0.00 -0.14 0.02
O -2.311 0.968 -1.581 0.02 0.16 -0.01
N -4.388 0.188 -1.249 -0.04 0.06 -0.05
C -5.665 -0.395 -1.614 0.23 0.01 0.30
H -2.533 0.465 -4.004 0.00 0.00 0.02
H -3.631 -0.889 -3.682 -0.03 0.00 0.00
H -4.288 0.732 -3.966 -0.02 -0.03 -0.01
H -4.227 0.405 -0.277 0.01 -0.02 0.00
H -6.488 0.263 -1.345 0.04 -0.02 -0.12
H -5.796 -1.348 -1.093 -0.05 -0.05 -0.10
H -5.704 -0.579 -2.683 -0.02 0.02 -0.01
C 9.679 -1.080 1.175 -0.04 -0.01 -0.01
C 9.266 0.186 0.455 0.01 -0.02 0.11
O 8.101 0.489 0.312 0.21 0.05 -0.19
N 10.259 0.993 -0.025 0.02 -0.01 -0.03
C 11.687 0.800 0.059 -0.07 0.09 -0.04
H 8.772 -1.584 1.495 -0.01 0.03 0.01
H 10.250 -1.739 0.518 0.03 0.01 0.02
H 10.283 -0.850 2.053 0.02 -0.01 -0.01
H 9.911 1.819 -0.486 -0.01 0.00 0.01
H 12.164 1.619 0.602 0.02 -0.03 0.03
H 12.137 0.745 -0.936 0.02 -0.04 0.01
H 11.907 -0.126 0.582 0.02 0.00 0.00
C -9.936 -1.141 -1.327 0.04 0.01 -0.04
C -9.490 0.260 -0.974 0.00 -0.01 0.01
O -8.599 0.823 -1.588 -0.18 0.03 -0.02
N -10.115 0.874 0.065 -0.02 0.02 0.00
C -11.176 0.361 0.903 0.06 0.09 0.01
H -9.338 -1.479 -2.168 0.01 0.02 0.00
H -9.789 -1.823 -0.489 -0.03 0.00 0.00
H -10.990 -1.159 -1.609 -0.01 -0.02 0.03
H -9.768 1.803 0.250 0.01 -0.01 0.00
H -12.065 0.991 0.835 -0.02 -0.03 -0.01
H -10.864 0.324 1.948 0.00 -0.04 0.00
H -11.446 -0.643 0.593 -0.01 0.00 0.01
```
Positions in Å, forces in eV/Å.

Computed properties:
Frontier orbital gap: 7.2632 eV
DFT total energy: -130005.289 eV
Charge: -1

---

No. 4
Entry from the Open Molecules 2025 dataset: a molecular structure, C13H26ClN3O7P2Pt (ωB97M-V with the def2-TZVPD basis set).

The geometry in XYZ format:
```
53
Properties=species:S:1:pos:R:3:forces:R:3
Pt 0.400 0.167 0.380 0.27 -0.26 -0.36
N 1.610 -1.672 0.182 0.01 0.05 0.05
C 1.014 -2.761 0.995 -0.01 -0.03 -0.04
C 0.520 -2.204 2.318 0.02 -0.03 0.03
N -0.457 -1.118 2.091 0.01 -0.04 -0.07
C -1.830 -1.548 1.768 -0.03 0.01 0.01
C -2.522 -0.419 1.031 0.02 -0.04 0.00
N -1.693 -0.086 -0.153 -0.05 0.08 0.11
H 2.508 -1.380 0.567 0.00 0.02 0.00
H 1.767 -1.952 -0.784 -0.02 0.00 -0.01
H 0.204 -3.202 0.414 0.00 0.00 0.00
H 1.753 -3.543 1.172 -0.01 -0.01 0.01
H 0.077 -3.003 2.917 0.01 -0.01 -0.01
H 1.352 -1.781 2.880 -0.01 0.00 0.01
H -0.472 -0.493 2.893 0.07 0.03 -0.02
H -1.778 -2.436 1.135 0.00 0.00 0.00
H -2.378 -1.821 2.671 0.00 0.01 0.00
H -3.531 -0.698 0.727 0.00 -0.02 0.01
H -2.581 0.473 1.656 -0.02 0.00 0.00
H -1.741 -0.814 -0.871 0.04 0.04 -0.05
H -2.015 0.761 -0.621 -0.01 0.04 0.08
C 3.810 3.092 1.102 0.00 0.00 0.00
C 2.287 3.176 1.158 0.02 0.15 -0.04
O 1.805 4.501 1.400 -0.03 -0.03 -0.02
P 1.549 2.827 -0.464 -0.36 0.21 0.26
O 2.088 3.799 -1.550 0.25 -0.10 -0.01
O -0.016 3.066 -0.301 0.04 0.06 -0.07
O 1.700 1.389 -0.884 -0.05 -0.06 -0.09
P 1.654 2.051 2.488 -0.52 0.29 0.00
O 0.038 2.210 2.453 -0.01 0.12 0.04
O 2.203 2.408 3.788 0.33 -0.13 -0.08
O 1.778 0.613 1.885 -0.06 -0.21 0.20
H 4.204 3.836 0.410 0.02 -0.02 -0.01
H 4.138 2.103 0.781 0.01 0.00 0.01
H 4.217 3.280 2.096 0.00 0.00 0.00
H 2.270 4.887 2.156 0.01 0.00 0.02
H 2.203 4.734 -1.315 0.02 -0.02 -0.01
H -0.263 3.882 0.164 0.00 -0.03 0.03
H -0.259 2.817 3.149 -0.02 -0.02 -0.03
Cl -3.267 -0.033 -8.090 0.01 0.00 0.01
C -2.435 -0.142 -6.596 -0.01 0.01 -0.01
C -2.204 1.017 -5.850 0.00 -0.03 0.00
C -1.537 0.930 -4.655 -0.01 0.01 -0.02
C -1.076 -0.319 -4.157 -0.07 -0.06 0.05
C -0.398 -0.403 -2.939 0.00 0.01 0.03
C -1.328 -1.474 -4.945 -0.02 -0.01 -0.02
C -1.994 -1.387 -6.141 0.00 0.02 0.01
H -2.549 1.969 -6.229 0.00 0.00 0.00
H -1.346 1.831 -4.083 0.01 0.00 0.01
H -0.125 0.511 -2.423 0.11 -0.02 -0.01
H 0.030 -1.345 -2.613 0.03 -0.01 -0.03
H -0.978 -2.439 -4.598 0.00 0.00 0.01
H -2.179 -2.268 -6.740 0.00 0.00 0.00
```
Positions in Å, forces in eV/Å.

Computed properties:
2S+1: 5
Frontier orbital gap (alpha / beta): 6.7608 / 4.1591 eV
DFT total energy: -67039.510 eV
ΔE to the lowest compared entry with this formula, charge and spin: 106.8 kJ/mol
Charge: +2
⟨S²⟩: 6.05

---

No. 5
Entry from the Open Molecules 2025 dataset: 3 unconnected molecules or ions with the total composition C13H26ClN4O2S (ωB97M-V with the def2-TZVPD basis set).

The geometry in XYZ format:
```
47
Properties=species:S:1:pos:R:3:forces:R:3
C 1.396 1.224 0.683 -0.01 0.01 0.01
C 0.711 0.926 -0.640 0.12 0.00 -0.03
N 0.661 -0.504 -0.973 -0.08 -0.05 -0.03
C -0.221 -1.496 -0.722 0.23 0.06 -0.07
N -1.367 -1.436 -0.058 0.04 -0.03 0.03
C -1.974 -0.283 0.590 -0.05 0.03 -0.06
C -2.778 0.607 -0.361 0.35 0.03 0.08
C -2.912 2.025 0.188 -0.18 0.12 0.05
Cl -4.343 -0.183 -0.695 -0.08 -0.05 -0.03
N 0.219 -2.676 -1.242 0.08 0.14 -0.05
C 1.373 -2.405 -1.783 -0.03 0.10 0.03
N 1.717 -1.109 -1.670 -0.30 -0.26 0.24
S 3.139 -0.336 -2.152 0.02 -0.03 -0.06
H 1.192 2.259 0.956 -0.01 -0.01 0.03
H 1.030 0.578 1.482 -0.03 0.03 0.01
H 2.476 1.099 0.611 -0.01 -0.05 -0.01
H 1.245 1.406 -1.458 -0.04 0.02 -0.03
H -0.303 1.305 -0.679 -0.13 -0.01 0.07
H -1.863 -2.314 -0.036 -0.01 -0.01 -0.04
H -2.626 -0.666 1.372 -0.02 0.03 0.04
H -1.204 0.301 1.088 0.10 0.05 -0.02
H -2.264 0.623 -1.323 -0.10 0.00 -0.06
H -2.322 2.732 -0.394 0.05 -0.03 0.06
H -3.940 2.378 0.166 -0.03 -0.09 -0.04
H -2.564 2.091 1.219 -0.06 -0.01 0.00
H 2.022 -3.110 -2.279 0.00 -0.01 -0.02
H 2.694 0.021 -3.370 0.06 0.07 -0.05
C 0.630 -7.128 2.059 -0.01 0.00 0.07
C 0.630 -5.661 2.405 0.01 0.03 -0.02
O 0.233 -5.246 3.465 -0.03 0.00 0.00
C 1.148 -4.712 1.344 0.00 -0.02 0.05
H 0.234 -7.703 2.892 0.00 0.00 -0.01
H 0.024 -7.304 1.168 0.01 0.00 -0.01
H 1.645 -7.460 1.832 0.00 0.00 -0.01
H 0.547 -4.797 0.438 0.02 -0.02 0.00
H 2.179 -4.961 1.085 -0.01 -0.02 -0.02
H 1.103 -3.694 1.729 0.00 0.01 -0.02
C 0.029 4.860 -1.757 -0.02 -0.05 0.04
C -0.121 5.216 -0.296 0.00 0.16 0.00
O -0.820 4.566 0.449 0.11 -0.17 -0.09
C 0.637 6.426 0.180 -0.03 -0.02 0.06
H -0.564 3.979 -1.996 0.01 0.01 0.00
H -0.300 5.693 -2.380 0.01 0.01 0.00
H 1.081 4.684 -1.994 0.00 0.01 -0.01
H 0.328 7.306 -0.387 0.01 0.00 -0.01
H 1.707 6.293 0.004 0.00 0.01 -0.02
H 0.454 6.588 1.238 0.00 0.01 0.00
```
Positions in Å, forces in eV/Å.

Computed properties:
Frontier orbital gap: 8.5472 eV
DFT total energy: -47309.125 eV
ΔE to the lowest compared entry with this formula, charge and spin: 0.0 kJ/mol
Charge: +1

---

Please write out number 2 again, unchanged.
Entry from the Open Molecules 2025 dataset: 3 unconnected molecules or ions with the total composition C13H26BBrO4 (ωB97M-V with the def2-TZVPD basis set).

The geometry in XYZ format:
```
45
Properties=species:S:1:pos:R:3:forces:R:3
C 5.049 -0.349 0.064 -0.08 0.15 -0.01
C 4.140 0.188 -0.750 0.09 -0.16 -0.10
B 2.877 0.988 -0.347 0.04 0.18 0.10
C 1.422 0.464 -0.625 -0.08 0.06 -0.02
C 1.084 -0.716 0.320 -0.02 -0.07 0.03
C 0.676 -1.993 -0.384 -0.17 0.05 -0.01
Br 2.018 -2.685 -1.620 0.03 -0.02 -0.04
H 5.883 -0.931 -0.310 -0.03 -0.03 -0.01
H 4.986 -0.240 1.142 0.00 0.05 -0.02
H 4.270 0.011 -1.821 -0.01 -0.10 0.03
H 3.005 2.040 0.198 0.06 -0.02 0.03
H 1.317 0.128 -1.662 0.05 -0.02 0.01
H 0.699 1.264 -0.466 -0.05 -0.03 -0.07
H 0.215 -0.447 0.928 0.04 0.03 0.06
H 1.893 -0.934 1.024 0.06 -0.01 -0.06
H 0.490 -2.803 0.315 0.01 0.01 0.03
H -0.217 -1.823 -0.979 0.03 -0.01 -0.01
C -0.819 4.275 2.494 0.03 0.01 -0.01
C -0.316 2.855 2.345 -0.01 0.01 -0.05
O 1.104 2.794 2.158 0.00 -0.06 0.09
C 1.978 2.833 3.189 -0.01 0.00 -0.07
C 1.482 3.147 4.582 0.01 -0.04 0.00
O 3.141 2.652 2.958 -0.02 0.01 0.06
H -0.423 4.754 3.390 -0.02 0.00 0.01
H -1.908 4.277 2.560 0.00 0.00 0.00
H -0.524 4.869 1.629 0.00 0.00 0.01
H -0.618 2.222 3.181 0.01 0.01 0.00
H -0.719 2.406 1.439 -0.02 0.00 0.01
H 1.630 4.214 4.754 -0.01 0.00 0.00
H 2.108 2.605 5.285 0.01 0.02 0.00
H 0.438 2.911 4.763 0.00 0.00 0.00
C -3.725 -4.471 -2.915 0.02 0.01 0.03
C -4.499 -3.180 -2.756 -0.01 -0.03 0.01
O -3.930 -2.329 -1.751 0.00 0.08 -0.05
C -2.886 -1.512 -1.997 -0.02 -0.06 0.05
C -2.184 -1.561 -3.333 -0.03 0.04 0.03
O -2.505 -0.794 -1.111 0.01 0.01 -0.01
H -2.710 -4.293 -3.269 -0.01 0.00 -0.01
H -4.228 -5.118 -3.635 0.00 0.00 0.00
H -3.669 -4.994 -1.961 0.00 0.00 0.00
H -4.598 -2.642 -3.700 0.00 0.01 0.00
H -5.505 -3.379 -2.391 0.01 -0.01 -0.01
H -1.312 -2.206 -3.209 0.06 -0.01 -0.07
H -1.833 -0.559 -3.561 0.04 -0.01 0.03
H -2.777 -1.937 -4.161 -0.01 -0.02 0.02
```
Positions in Å, forces in eV/Å.

Computed properties:
Frontier orbital gap: 9.6859 eV
DFT total energy: -92810.429 eV
SMILES string: C=CBCCCBr.CCOC(C)=O.CCOC(C)=O